Molecular formula: C5H16NO
Method: DFT, wB97M-V/def2-TZVPD

```
23
C5H16NO (wB97M-V/def2-TZVPD)
O -2.7496 -2.0407 0.1256
N -0.9912 -0.5673 -1.9584
C 1.3345 1.4595 0.3642
C 0.4739 0.1863 0.0901
C 0.4242 -0.2580 -1.2887
C 0.7731 2.1571 1.6106
C 1.0201 -0.9704 0.9440
H 0.4413 -1.9838 0.8243
H 2.5049 1.2845 0.4668
H 0.6716 1.4207 2.4488
H -2.6778 -3.0192 0.2900
H 0.7151 0.5781 -1.9362
H 0.9481 2.2156 -0.4299
H -1.3918 0.2311 -2.4354
H 1.3704 3.0387 1.7098
H -0.8706 -1.3128 -2.6860
H -0.2927 2.5280 1.5630
H -1.6508 -0.9119 -1.1897
H 2.0207 -1.1729 0.3852
H -0.4975 0.5259 0.4458
H 1.0141 -0.5735 1.9782
H -3.7249 -1.7902 0.4159
H 1.1349 -1.0250 -1.7379
```

As for the charge: +1. The total energy is -8974.303 eV. For the orbital gap, the calculation gives 11.031 eV. The relative energy (zero: lowest compared OMol25 entry of this formula, charge and spin) comes out at 213.4 kJ/mol.

***

Molecular formula: C5H10O
Method: DFT, wB97M-V/def2-TZVPD

```
16
C5H10O (wB97M-V/def2-TZVPD)
O -1.7402 0.4124 1.5363
C -0.4579 0.0216 1.0764
C 0.2976 1.0994 0.4719
C 0.3183 -0.0886 -0.3823
C -1.1529 -0.2379 -1.1156
C 1.8781 -0.5847 -0.4784
H -0.8463 -0.1824 -2.1215
H 1.1584 1.3585 1.0439
H 1.9240 -1.6605 -0.3660
H -0.2381 1.9174 0.0488
H -1.7870 -1.1566 -0.9983
H 2.4074 -0.2825 -1.4103
H 2.4981 -0.1524 0.3508
H -1.9090 0.5850 -0.9587
H -2.2976 -0.3643 1.6284
H -0.0639 -0.6972 1.7488
```

The total energy is -7390.559 eV. For the orbital gap, the calculation gives 8.868 eV. The relative energy (zero: lowest compared OMol25 entry of this formula, charge and spin) comes out at 405.8 kJ/mol.

***

Molecular formula: C50H37F9N15O2S2Tl
Method: DFT, wB97M-V/def2-TZVPD

```
116
C50H37F9N15O2S2Tl (wB97M-V/def2-TZVPD)
Tl 10.2857 15.2440 13.4494
S 7.3827 13.0366 16.7197
S 9.6978 17.4885 14.2550
F 11.6866 20.0763 10.3413
F 14.9454 18.7177 11.1733
F 13.4692 21.3734 11.9757
F 17.3090 14.2917 13.2768
F 12.2102 18.5475 15.4637
F 13.7068 20.6073 14.5147
F 15.0397 18.4900 13.7135
F 9.8535 18.5061 11.3583
F 17.4810 14.7132 10.6843
O 12.2776 15.7644 12.4847
O 11.4787 13.4075 14.0038
N 11.0050 18.2304 19.3614
N 12.1998 18.6836 19.1190
N 7.1260 15.3459 15.3769
N 15.2815 17.7138 16.8243
N 17.0617 15.1210 7.6456
N 10.1698 18.8479 18.6090
N 9.7173 15.8112 11.0970
N 9.3250 14.6544 15.9939
N 14.4893 18.2671 8.1018
N 12.1883 19.6789 18.2566
N 14.9037 12.8604 12.9675
N 8.6453 13.6058 12.8768
N 14.3199 11.1514 15.3397
N 13.3108 18.1534 19.7046
N 16.1090 13.5505 15.7174
C 15.5766 17.5392 13.0015
C 10.8513 18.5257 13.5039
C 16.5823 15.7293 8.5166
C 8.0258 14.4903 15.9649
C 11.6970 19.8534 11.6446
C 9.2980 11.6651 18.1389
C 7.5372 14.7073 10.9141
C 15.9795 14.6693 15.4615
C 14.7641 10.1224 14.3527
C 14.5370 10.4178 12.8807
C 15.5279 17.6536 11.6407
C 12.6313 20.4977 12.4575
C 11.9247 19.0436 14.2585
C 10.5076 15.9049 10.1053
C 12.6561 15.2208 11.3350
C 16.8166 15.5667 11.3975
C 10.4222 9.4126 14.6391
C 15.3526 11.6162 12.3644
C 11.0246 12.2014 14.2556
C 13.7500 14.2706 11.2113
C 11.9241 15.4783 10.0996
C 10.6110 11.5716 18.5530
C 10.1092 7.9816 14.9942
C 12.7554 20.0616 13.7674
C 14.0476 13.9894 7.3269
C 13.1574 11.7626 15.3957
C 11.4982 12.6050 18.2193
C 10.8206 18.9497 12.1818
C 15.1810 17.6682 8.7714
C 11.6622 9.9389 15.0101
C 10.9332 19.7398 17.8958
C 15.9978 16.6926 9.4283
C 14.2154 13.8441 9.9473
C 15.8002 16.0063 14.9476
C 8.6448 12.4290 13.3917
C 11.9232 11.2904 14.8534
C 12.4214 15.1021 8.8793
C 15.4137 17.0021 15.9165
C 11.1689 13.6101 17.3885
C 9.7283 11.6687 13.9482
C 9.4791 10.3215 14.1996
C 9.8751 13.6606 16.8166
C 14.1172 13.8385 12.4562
C 8.2470 16.0364 10.9795
C 16.7088 15.3605 12.7266
C 7.3947 14.0028 12.2618
C 13.5842 14.3117 8.7591
C 15.9834 16.2779 13.6105
C 8.9681 12.7203 17.3011
C 16.1635 16.7032 10.7743
H 15.0361 11.6862 15.8337
H 7.9866 16.6712 10.1120
H 7.9475 16.6569 11.8599
H 9.4326 8.0387 15.8554
H 15.8492 9.9895 14.6238
H 9.5599 7.4463 14.2085
H 7.5146 16.2233 15.1481
H 16.4132 11.4792 12.6273
H 13.0915 12.6680 15.9276
H 10.5391 20.3466 17.0314
H 14.6914 13.1051 7.2641
H 10.9582 7.4312 15.3878
H 11.7988 15.3496 8.0189
H 12.5064 9.3926 15.4677
H 8.5226 10.9609 18.4728
H 10.9090 10.6587 19.1013
H 7.6807 11.8718 13.4318
H 6.1513 15.1821 15.4355
H 14.8337 9.5059 12.3652
H 13.7349 14.4970 13.2476
H 14.3071 9.1965 14.6181
H 14.5787 14.8735 6.9347
H 11.8035 14.4362 17.1132
H 15.1178 13.2183 9.8656
H 13.4731 10.6098 12.6914
H 13.9958 18.1406 18.9484
H 13.6574 18.6914 20.4895
H 6.5331 14.9703 10.6671
H 12.5358 12.4833 18.5644
H 14.9943 12.9348 13.9408
H 8.4866 9.9626 13.8346
H 13.1127 13.8064 6.7571
H 7.9872 14.0996 10.1201
H 6.7963 13.1218 12.2153
H 10.1078 16.2213 9.1415
H 7.0456 14.7254 12.9698
H 15.1951 11.6655 11.3366
```

As for the charge: +2. The total energy is -129696.746 eV. For the orbital gap (alpha / beta), the calculation gives 5.139 / 5.146 eV.

***

Molecular formula: C4H11NO2
Method: DFT, wB97M-V/def2-TZVPD

```
18
C4H11NO2 (wB97M-V/def2-TZVPD)
O -1.0803 -1.9221 0.2724
O -2.0382 0.0271 2.5972
N 1.1131 -0.0445 -0.3608
C 0.0067 0.8908 -0.5954
C 0.1121 -2.0724 0.2400
C 1.0352 -1.0187 0.7823
C 0.0849 1.6060 -1.9531
H 2.1922 -1.2374 0.9747
H -1.4367 0.0252 1.8225
H 0.0398 0.6792 -2.6407
H 1.1012 1.9330 -2.2465
H -0.0306 1.6189 0.2960
H 0.6597 -0.5250 1.7201
H -0.9563 0.3738 -0.5125
H -0.6856 2.3578 -2.0336
H 1.9991 0.5108 -0.4575
H -2.8832 -0.1990 2.3136
H 0.7670 -3.0035 -0.2187
```

The total energy is -9909.623 eV. For the orbital gap, the calculation gives 9.837 eV. The relative energy (zero: lowest compared OMol25 entry of this formula, charge and spin) comes out at 252.7 kJ/mol.

***

Molecular formula: C10H18B2F4N4OS3Sc
Method: DFT, wB97M-V/def2-TZVPD

```
43
C10H18B2F4N4OS3Sc (wB97M-V/def2-TZVPD)
Sc -0.4971 -0.0362 -0.1841
S 0.9531 -1.8974 0.4501
S 0.9117 1.9510 -0.4841
S -1.9510 -0.7347 -3.2022
F -2.4186 0.9434 -0.2902
F -3.8391 0.0385 1.3011
F -2.8602 2.1030 1.6737
F -1.5426 0.1787 1.6193
O -1.0173 -0.8201 -1.9795
N 2.9811 0.7085 -1.7982
N 1.7226 -0.1543 2.4896
N 3.1087 0.5281 0.3662
N 0.2709 -1.6720 3.0818
C 4.1140 -0.0260 -1.5215
C -2.2208 1.0028 -3.4747
C 1.4050 0.0471 3.8128
C 0.5089 -0.8937 4.1863
C 2.5846 1.1631 -3.1194
C -0.8641 -1.0855 -4.5624
C 4.1808 -0.1396 -0.1756
C 2.3853 1.0327 -0.6332
C 1.0210 -1.2074 2.0572
C -0.6467 -2.8012 3.0411
B -2.8045 0.8776 1.1514
B 2.9018 0.7375 1.8955
H -2.8491 1.3652 -2.6657
H 4.9055 -0.6288 0.4490
H -1.3760 -2.6775 3.8366
H -1.1597 -2.8219 2.0841
H 4.7644 -0.3878 -2.2973
H 3.9163 0.3823 2.4338
H 2.6133 1.8820 2.1109
H 0.0172 -1.0728 5.1254
H -1.4389 -0.9793 -5.4822
H 1.4994 1.2015 -3.1724
H 2.9794 2.1584 -3.3168
H 1.8532 0.8463 4.3751
H -1.2594 1.5173 -3.4814
H 2.9723 0.4655 -3.8572
H -0.1077 -3.7368 3.1779
H -2.7381 1.1174 -4.4271
H -0.5296 -2.1148 -4.4532
H -0.0234 -0.3941 -4.5417
```

As for the charge: +1. The total energy is -84105.501 eV. For the orbital gap, the calculation gives 8.817 eV. The relative energy (zero: lowest compared OMol25 entry of this formula, charge and spin) comes out at 23.2 kJ/mol.

***

Molecular formula: C4H6O
Method: DFT, wB97M-V/def2-TZVPD

```
11
C4H6O (wB97M-V/def2-TZVPD)
O -0.6650 -1.1379 0.9264
C 1.9523 0.1033 0.5581
C -1.0448 -0.5194 -0.2773
C 0.9272 0.6443 0.2216
C -0.3870 0.8856 -0.3647
H 0.3129 -1.1465 0.9268
H -0.2127 1.2453 -1.3880
H -2.1353 -0.4505 -0.2656
H -0.9803 1.6407 0.1615
H 2.9779 -0.1458 0.6522
H -0.7452 -1.1191 -1.1510
```

The total energy is -6290.219 eV. For the orbital gap, the calculation gives 11.056 eV. The relative energy (zero: lowest compared OMol25 entry of this formula, charge and spin) comes out at 163.9 kJ/mol.

***

Molecular formula: C51H91Br2F12N4O18
Method: DFT, wB97M-V/def2-TZVPD

```
178
C51H91Br2F12N4O18 (wB97M-V/def2-TZVPD)
Br -4.3882 4.4114 -3.5952
Br -2.3890 4.6894 0.5799
F -6.4706 -1.4785 2.0930
F -2.5816 5.9401 -2.3640
F -8.0804 -3.4209 1.4015
F -8.2104 -4.6725 4.5272
F -4.7864 -2.0095 3.3635
F -5.4368 -4.4603 1.1541
F -9.1343 -2.9626 3.5936
F -7.5749 -5.3650 2.2351
F -4.4578 5.7220 -1.2687
F -1.6950 3.6244 -1.7919
F -7.1567 -2.8078 4.4268
F -5.3031 -4.3770 3.3256
O 4.2345 -1.9025 4.1414
O 5.7513 -1.1246 -3.7196
O -12.3398 7.0490 8.4844
O 10.7553 3.5467 -6.5176
O -6.5347 7.8484 4.3408
O 7.6065 -1.5657 -4.9265
O -4.9938 8.1660 2.8711
O -10.5254 7.1248 7.1469
O -10.7488 8.6472 8.6563
O 8.8866 4.1810 -5.4137
O 11.6352 -2.4100 -5.6285
O 5.7626 -0.3877 4.0156
O 9.0836 2.1190 -6.0107
O 11.7429 -2.1791 -3.3869
O 13.1910 -3.4465 -4.3571
O -5.9203 6.1149 3.0247
O 4.3688 -0.3769 5.7967
O 6.1615 -3.1720 -4.2793
N -7.5642 -4.5617 -2.8149
N -3.4752 -0.2963 -1.0898
N -4.6699 -2.1927 -0.2966
N -3.2109 -2.3583 -2.1031
C -11.4539 9.2354 9.7652
C 0.6066 -6.1703 -0.6063
C -3.4852 1.8047 0.1790
C -11.2001 8.4876 11.0549
C 5.8522 0.9238 -5.0548
C -6.2891 -1.9627 -2.2367
C 9.3765 5.5327 -5.3777
C -4.0056 -0.3700 1.3195
C -4.1540 7.6615 1.8320
C -3.0263 -2.6948 1.4235
C -5.8292 7.2632 3.3827
C 4.8759 -4.1829 1.1851
C -5.3736 -2.2834 2.1727
C -10.9822 5.9236 6.5234
C -5.8639 -3.7899 2.2484
C -3.7658 -1.6299 -1.1649
C -6.7760 6.1331 6.0634
C -7.9816 -3.3393 -3.5153
C 12.1425 -2.6547 -4.5647
C 10.6347 -1.2758 -3.4630
C 6.4729 0.7402 4.5605
C 6.6023 -1.9187 -4.3638
C -0.9998 -4.3337 -1.4508
C 4.7603 -0.8414 4.7594
C 2.7723 -5.4363 0.4962
C -3.5305 5.0737 -1.9873
C 6.1239 0.2671 -3.7227
C 9.6807 3.3084 -6.0356
C 9.7981 1.0705 -6.6804
C -3.7250 2.6789 -1.0433
C -2.8736 3.9346 -1.1579
C -4.2989 -1.8912 1.1179
C -3.3426 -3.8014 -2.2961
C 2.1161 -6.4157 -0.4718
C 9.1533 6.2498 -6.6906
C 13.7805 -4.0106 -5.5407
C -7.7820 -2.1478 -2.5867
C -6.0949 -2.0826 -0.7326
C 4.8471 -2.8649 0.3987
C 3.1721 -2.5341 4.8579
C 14.6657 -3.0167 -6.2594
C 6.9809 -4.1301 -4.9621
C 7.4506 0.3239 5.6362
C -1.9953 -4.4263 -2.6091
C -4.1250 0.4282 0.0324
C -7.4021 -4.0384 2.3859
C -11.3069 7.5582 8.1414
C 4.2942 -5.3571 0.3825
C -7.4666 7.0042 5.0369
C 0.2938 -5.1395 -1.6997
C -8.0001 -3.6092 3.7801
H 2.4022 -1.8137 5.1257
H 0.1001 -7.1081 -0.8400
H -0.7437 -3.2848 -1.2869
H 2.5853 -6.2947 -1.4509
H 10.3464 -1.0708 -2.4358
H -6.5640 -1.2206 -0.2615
H -8.3465 -2.3407 -1.6706
H 5.5352 0.7181 -2.9265
H -3.1370 -3.7309 1.1114
H -12.0142 6.0159 6.1942
H 9.2631 0.1535 -6.4496
H 10.8201 1.0064 -6.3156
H -11.6094 7.4796 11.0096
H -2.4690 -0.1324 -1.0932
H -4.0491 -3.9766 -3.1090
H -4.7457 7.1906 1.0515
H 6.9941 1.1688 3.7073
H 6.9301 -0.0812 6.5025
H -2.1825 -5.4786 -2.8291
H 10.4292 5.5267 -5.0984
H -2.6360 -1.8657 -2.7753
H 15.1686 -3.5034 -7.0948
H 6.4709 0.4761 -5.8299
H 3.5520 -3.0141 5.7579
H 14.3623 -4.8551 -5.1774
H 8.1325 -0.4371 5.2560
H -12.5163 9.2836 9.5304
H -5.9660 -0.9793 -2.5831
H -11.0678 10.2506 9.8226
H 9.8015 -1.7183 -4.0010
H 15.4218 -2.6218 -5.5803
H 0.2112 -5.6485 -2.6609
H -7.5173 5.5812 6.6415
H 4.7293 -6.2986 0.7232
H 4.5393 -5.2261 -0.6736
H 9.8009 1.2441 -7.7549
H 2.7664 -3.2841 4.1844
H -8.1543 7.6893 5.5281
H -10.8896 5.0826 7.2091
H 2.3779 -4.4362 0.2788
H 1.1334 -4.4461 -1.7687
H -3.5038 2.1158 -1.9501
H -3.8906 2.2702 1.0739
H 10.9370 -0.3503 -3.9514
H 6.0945 1.9849 -5.0036
H 8.8110 6.0052 -4.5771
H -3.6177 8.5155 1.4292
H 8.1002 6.2100 -6.9713
H 5.6252 -2.1913 0.7556
H -5.1732 0.5628 -0.2411
H 8.0355 1.1850 5.9583
H -2.4099 1.6514 0.3180
H 6.9256 -3.9755 -6.0379
H -10.1294 8.4176 11.2492
H 4.8062 0.8131 -5.3450
H -11.6705 9.0125 11.8859
H -3.4465 6.9451 2.2430
H -8.2694 -4.8312 -2.1395
H -1.4972 -4.7273 -0.5613
H 12.9924 -4.3891 -6.1906
H 2.3016 -7.4407 -0.1482
H -6.1066 5.4191 5.5849
H -7.4739 -5.3313 -3.4646
H -4.6554 0.0801 2.0666
H -6.5871 -2.9934 -0.4275
H -8.1938 -1.2545 -3.0523
H -2.1945 -2.2700 0.8568
H 0.2282 -5.8035 0.3497
H 5.8916 -4.4059 1.5033
H 9.4496 7.2944 -6.5983
H 9.7397 5.7954 -7.4875
H 8.0155 -4.0575 -4.6359
H 3.8943 -2.3494 0.5159
H 2.4997 -5.6975 1.5209
H -2.7610 -2.6407 2.4741
H -6.1899 6.7478 6.7467
H -5.7359 -2.7542 -2.7366
H 7.1774 0.3498 -3.4575
H -3.7738 -4.2362 -1.3971
H -10.3354 5.7670 5.6643
H 4.2436 -4.0509 2.0655
H 5.7558 1.4721 4.9300
H -7.3320 -3.2193 -4.3847
H -2.9870 -0.2571 1.6952
H -4.7742 2.9699 -1.0977
H 6.5750 -5.1031 -4.7040
H 5.0208 -3.0384 -0.6643
H -8.0304 6.4096 4.3182
H 14.0821 -2.1833 -6.6473
H -1.5696 -3.9697 -3.5067
H -9.0138 -3.3830 -3.8693
```

As for the charge: +1. The total energy is -269870.352 eV. For the orbital gap, the calculation gives 8.853 eV.

***

Molecular formula: C7H17Cl8N3O6
Method: DFT, wB97M-V/def2-TZVPD

```
41
C7H17Cl8N3O6 (wB97M-V/def2-TZVPD)
Cl 0.8362 -3.6807 4.6362
Cl -2.7117 4.8898 0.1426
Cl -4.4052 -0.0823 1.9882
Cl 1.7601 -3.6519 -2.9078
Cl -4.0991 -2.4240 0.1875
Cl -1.7249 3.4647 -2.2640
Cl 4.4939 -3.3693 -2.1262
Cl -1.7823 -2.5622 3.8384
O 3.4208 4.6130 -0.4561
O 1.6923 0.2688 -5.2364
O 2.6336 0.2240 -3.3069
O 1.5963 4.2143 0.6104
O 1.2550 -0.6040 0.0574
O -0.0115 1.1035 0.1163
N 1.6504 0.4011 -4.0344
N 2.6688 3.8587 0.1387
N 0.2586 -0.0334 0.4515
C -0.7039 -0.8339 1.3284
C -0.8853 -3.5283 5.0637
C 2.8297 -3.1756 -1.6090
C 3.0696 2.3845 0.2337
C 0.3320 0.8040 -3.4298
C -5.2236 -1.2847 0.9751
C -1.8509 3.4136 -0.4505
H -0.3993 1.0755 -4.1911
H 3.0378 2.1087 -0.8204
H -1.0176 -2.9934 6.0042
H 4.1091 2.2983 0.5501
H -0.9542 -0.3789 2.2868
H -0.8534 3.4167 -0.0110
H -1.6426 -0.9567 0.7881
H 0.0690 -0.0595 -2.8188
H 2.3875 1.9029 0.9344
H 2.6747 -2.1170 -1.4008
H -5.9916 -1.8363 1.5172
H -5.7537 -0.7676 0.1753
H -0.3861 -1.8657 1.4784
H -2.4192 2.5311 -0.1569
H 0.6417 1.5858 -2.7363
H 2.6301 -3.7995 -0.7378
H -1.2309 -4.5541 5.1918
```

The total energy is -124460.612 eV. For the orbital gap, the calculation gives 10.365 eV.

***

Molecular formula: C9H21BO11S
Method: DFT, wB97M-V/def2-TZVPD

```
43
C9H21BO11S (wB97M-V/def2-TZVPD)
S -5.7035 -0.6134 -1.2769
O 1.2048 -4.1896 -1.4916
O 1.4137 2.3392 2.7189
O 0.0393 -3.1919 -3.2141
O 2.4481 0.6647 -0.8596
O 3.9221 2.2564 4.2632
O 2.6915 -1.7981 -1.5328
O 2.5334 -0.0496 -3.2716
O -6.6803 0.5208 -1.3884
O 2.4251 -2.5637 -2.6384
O -5.2021 -0.6146 0.1618
O -6.4069 -2.0897 -1.6433
C 2.4500 3.3198 2.6343
C 0.7225 2.3907 3.9602
C 3.7365 0.8517 4.3795
C 3.8195 2.7085 2.9142
C 1.2434 -3.3453 -2.4274
C -3.0314 -1.1475 -1.8850
C -4.2770 -0.3093 -2.4701
C -2.2320 -1.9922 -3.0341
C -0.7684 -2.2545 -2.4396
B 2.5618 -0.3823 -1.8506
H 4.0376 1.8950 2.2137
H -0.2088 -1.2558 -2.3840
H 0.0264 3.2354 3.9584
H 1.5824 0.0286 -3.5130
H 0.1513 1.4676 4.0686
H 1.5547 0.5514 -0.4446
H -0.9181 -2.7391 -1.3983
H 1.4045 2.4791 4.8094
H -3.3101 -1.8771 -1.0493
H -4.0320 0.8098 -2.3947
H 2.8809 0.5000 3.7975
H 2.4410 3.7044 1.6101
H 2.2468 4.1575 3.3096
H 4.6431 0.3322 4.0517
H -2.7940 -2.9691 -3.2881
H -2.1584 -1.2766 -3.9302
H -4.5135 -0.6595 -3.5300
H -2.2618 -0.4090 -1.4402
H -5.8242 -2.5856 -2.2641
H 4.5823 3.4818 2.7778
H 3.5598 0.6185 5.4314
```

The total energy is -43702.635 eV. For the orbital gap, the calculation gives 8.955 eV.

***

Molecular formula: C3H2N2O2
Method: DFT, wB97M-V/def2-TZVPD

```
9
C3H2N2O2 (wB97M-V/def2-TZVPD)
O 0.0718 -1.3173 -1.6999
O -0.8978 0.0771 -0.1791
N 2.1294 -0.8093 1.0110
N 0.1302 1.9857 0.6634
C -0.6904 -1.1442 -0.8055
C 1.2909 -0.0712 0.7158
C 0.1539 0.7676 0.3609
H -0.7499 2.4185 0.3791
H -1.3453 -1.8941 -0.3513
```

The total energy is -10217.071 eV. For the orbital gap, the calculation gives 11.667 eV. The relative energy (zero: lowest compared OMol25 entry of this formula, charge and spin) comes out at 107.9 kJ/mol.